{
  "formula": "C30H29F6NO4OsP2S4SeSi",
  "method": "wB97M-V/def2-TZVPD",
  "multiplicity": 5,
  "orbital_gap_ev": [5.89, 6.26],
  "s2": 6.018,
  "elements": ["Os", "Se", "S", "S", "S", "S", "P", "P", "Si", "F", "F", "F", "F", "F", "F", "O", "O", "O", "O", "N", "C", "C", "C", "C", "C", "C", "C", "C", "C", "C", "C", "C", "C", "C", "C", "C", "C", "C", "C", "C", "C", "C", "C", "C", "C", "C", "C", "C", "C", "C", "H", "H", "H", "H", "H", "H", "H", "H", "H", "H", "H", "H", "H", "H", "H", "H", "H", "H", "H", "H", "H", "H", "H", "H", "H", "H", "H", "H", "H"],
  "positions_angstrom": [[-15.601, -8.402, 7.035], [-15.131, -10.573, 6.022], [-12.574, -7.640, 11.333], [-15.963, -9.182, 9.248], [-12.952, -7.000, 8.497], [-16.183, -7.150, 5.060], [-17.925, -8.892, 8.703], [-18.009, -7.489, 5.766], [-13.321, -9.910, 4.532], [-13.211, -4.714, 7.286], [-14.359, -5.552, 11.706], [-14.636, -7.281, 13.089], [-11.965, -4.749, 9.140], [-12.859, -5.964, 13.266], [-14.215, -4.763, 9.144], [-12.679, -8.941, 11.982], [-14.067, -7.383, 7.541], [-11.310, -6.951, 11.142], [-11.719, -7.242, 7.819], [-13.283, -7.673, 9.836], [-19.277, -8.375, 4.868], [-20.676, -4.652, 7.005], [-17.877, -6.555, 9.932], [-19.845, -10.419, 3.707], [-19.402, -13.192, 8.827], [-18.653, -10.496, 8.751], [-20.204, -3.472, 6.387], [-21.477, -8.772, 3.953], [-18.400, -4.775, 5.397], [-13.704, -6.550, 12.449], [-20.531, -7.886, 4.447], [-18.735, -11.189, 10.049], [-19.489, -12.450, 7.682], [-19.041, -12.559, 10.039], [-18.879, -5.946, 6.076], [-20.061, -7.619, 10.265], [-18.713, -7.696, 9.766], [-19.225, -11.061, 7.649], [-20.538, -6.450, 10.815], [-19.935, -5.844, 6.956], [-18.340, -5.467, 10.653], [-14.183, -10.318, 2.887], [-18.916, -9.643, 4.373], [-12.016, -11.018, 5.270], [-19.053, -3.561, 5.615], [-21.157, -9.971, 3.449], [-19.721, -5.357, 10.956], [-12.623, -8.213, 4.410], [-13.059, -5.161, 8.493], [-17.462, -8.340, 7.131], [-18.970, -13.135, 10.905], [-20.596, -8.474, 10.567], [-14.671, -11.267, 3.005], [-19.768, -14.214, 8.805], [-19.812, -13.039, 6.795], [-17.886, -9.969, 4.504], [-17.457, -4.843, 4.796], [-20.015, -4.363, 11.387], [-19.539, -11.373, 3.358], [-20.313, -6.734, 7.492], [-21.594, -6.340, 11.230], [-11.010, -10.578, 5.310], [-18.558, -2.642, 5.250], [-13.663, -10.244, 1.924], [-22.465, -8.405, 3.731], [-14.987, -9.639, 2.850], [-13.370, -7.465, 4.099], [-21.571, -4.562, 7.605], [-12.137, -7.933, 5.383], [-20.669, -2.534, 6.507], [-12.357, -11.166, 6.285], [-11.751, -8.200, 3.674], [-16.853, -6.596, 9.653], [-17.618, -4.726, 10.920], [-19.274, -10.438, 6.724], [-11.939, -12.046, 4.790], [-21.870, -10.650, 3.065], [-18.256, -10.722, 10.971], [-20.762, -6.789, 4.689]],
  "forces_ev_per_angstrom": [[1.2141, -1.3809, -0.6411], [0.8830, -0.1545, -1.0703], [0.6052, -0.8177, -1.4034], [-0.2861, -0.0853, 0.8758], [-0.0234, -1.6023, -1.0634], [0.6821, 0.4649, -1.4049], [1.1262, -0.0266, -0.7145], [-1.4903, 0.3509, 1.4026], [-0.8036, -1.0999, -0.2333], [0.9721, 0.4601, -0.9356], [1.0020, -1.7442, 1.2938], [1.0941, 0.9174, -0.5523], [-0.8754, 0.5051, -0.6940], [-0.4557, 0.0224, 0.5379], [1.4745, -0.3147, -0.0834], [0.1588, 2.0247, -1.1449], [3.4000, 2.4997, 1.7183], [-1.1747, -0.5284, 1.1260], [0.4945, 0.1355, 0.6413], [-0.4570, 0.2700, 1.0754], [-0.2263, -0.4979, -2.2525], [0.6327, 0.8976, 0.1966], [-1.5177, -0.7885, 0.9754], [-0.0845, 0.3278, -0.3682], [-0.2885, 0.7263, 0.9712], [-1.7145, -0.7158, 3.1948], [0.6564, -2.3309, -0.0742], [-1.1245, 2.5204, -1.0115], [-0.0877, -0.8288, 0.6773], [-0.8431, 0.5391, -1.8789], [0.6127, 1.6672, 2.2515], [1.8019, -0.1653, -0.9938], [-0.8655, -0.2516, -1.3656], [-0.1202, 1.6634, -1.6015], [1.5290, 1.7560, -0.8241], [2.2441, -0.1356, 0.1661], [-1.0100, 1.7360, 0.3662], [0.7628, -0.5732, -1.4098], [-1.7956, 0.9903, 0.6532], [-1.5330, -0.0303, -0.2033], [-1.1584, -0.3818, -0.6714], [1.1170, -0.3744, 0.4081], [-0.1974, 0.1455, 0.2154], [0.5409, -1.2269, -0.7859], [1.0946, 0.4347, -0.2987], [2.3288, -1.7634, 1.4518], [2.0070, 1.7516, 0.4902], [1.2345, 0.9637, 0.3956], [-1.8122, -0.4363, 2.0228], [-5.1504, -0.3245, 0.8098], [-0.0116, -0.6803, 1.4319], [-0.7653, -1.3335, -0.7890], [-0.0263, -0.7426, -0.1752], [0.5034, -0.0005, 0.1168], [0.1803, 1.0105, 0.4069], [-0.1503, -0.3020, 0.1612], [-1.1266, 0.1626, 0.5799], [-0.1592, -1.3375, -0.3069], [0.2330, -0.7645, -0.3330], [0.3005, 0.5733, -0.2482], [1.4857, -0.5693, -0.7194], [-0.2293, -0.0503, -0.1572], [-0.5657, -0.5490, -0.0333], [0.2086, -0.1335, 0.3904], [-0.2849, 0.2854, 0.2094], [-1.1314, 1.1803, -0.0820], [0.4044, -0.1070, 0.1661], [-0.0147, -0.2776, 0.1345], [-0.6513, 0.0118, -0.7395], [-0.6726, 0.8182, 0.2282], [0.1452, -0.1640, 0.3342], [-1.2282, -0.2106, 0.6444], [0.7057, -0.0552, -0.3613], [0.0334, 0.6600, 0.0598], [-0.0155, -0.9426, 0.7066], [-0.1429, 1.2170, 0.5137], [-0.6536, -0.3898, -0.6202], [-0.9228, -0.5721, -1.3020], [-0.0215, -1.9281, -0.4530]]
}